{
  "formula": "C9H24BNO11PS",
  "method": "ωB97M-V/def2-TZVPD",
  "largest_force_ev_per_a": 12.70,
  "mol_weight_g_mol": 396.14,
  "e_above_lowest_kcal_mol": 61.77,
  "total_charge": 1,
  "multiplicity": 1,
  "gap_ev": 3.23,
  "total_energy_ev": -54522.628,
  "elements": ["O", "C", "N", "S", "O", "B", "O", "O", "P", "O", "O", "O", "H", "H", "H", "H", "C", "O", "C", "C", "O", "C", "H", "H", "H", "H", "H", "H", "H", "H", "H", "H", "C", "O", "C", "C", "O", "C", "H", "H", "H", "H", "H", "H", "H", "H", "H", "H"],
  "xyz": [[2.75, -7.48, -2.32], [2.18, -6.91, -3.42], [1.88, -6.16, -4.55], [1.47, -4.57, -3.86], [0.31, -3.87, -4.93], [-0.82, -3.52, -4.00], [-0.93, -2.09, -3.54], [-1.78, -4.57, -3.50], [3.29, -3.41, -3.79], [3.81, -3.20, -5.27], [4.45, -4.40, -2.89], [3.15, -1.90, -2.93], [-1.08, -2.11, -2.53], [-1.30, -4.95, -2.69], [4.54, -5.22, -3.47], [4.10, -1.63, -2.69], [-1.82, -0.65, 0.79], [-0.63, -0.91, 0.04], [0.27, 0.19, 0.05], [1.44, -0.05, 1.01], [0.99, -0.05, 2.37], [0.89, -1.37, 2.90], [-2.37, -1.58, 0.91], [-1.58, -0.25, 1.78], [-2.44, 0.07, 0.25], [-0.25, 1.13, 0.29], [0.67, 0.28, -0.97], [2.15, 0.77, 0.91], [1.96, -0.98, 0.77], [1.89, -1.78, 3.07], [0.32, -2.03, 2.24], [0.38, -1.31, 3.87], [-0.53, 5.28, 0.80], [-1.14, 4.02, 1.05], [-0.87, 3.54, 2.37], [-2.07, 3.73, 3.30], [-2.30, 5.12, 3.56], [-3.39, 5.64, 2.80], [-0.93, 5.68, -0.13], [-0.74, 6.00, 1.60], [0.55, 5.15, 0.69], [0.03, 4.01, 2.78], [-0.67, 2.46, 2.28], [-1.85, 3.26, 4.26], [-2.97, 3.26, 2.89], [-4.33, 5.25, 3.20], [-3.31, 5.38, 1.74], [-3.39, 6.73, 2.90]],
  "nbo_charge": [-0.344, 0.861, -0.596, 0.923, -0.730, 1.327, -0.901, -0.902, 1.964, -0.926, -0.885, -0.893, 0.533, 0.499, 0.517, 0.546, -0.259, -0.578, -0.096, -0.088, -0.548, -0.256, 0.188, 0.188, 0.179, 0.199, 0.178, 0.193, 0.164, 0.170, 0.170, 0.201, -0.256, -0.560, -0.092, -0.090, -0.550, -0.256, 0.192, 0.186, 0.165, 0.182, 0.178, 0.187, 0.174, 0.169, 0.176, 0.195]
}

---

{
  "formula": "C9H24F2LiO3Zn",
  "method": "ωB97M-V/def2-TZVPD",
  "largest_force_ev_per_a": 4.28,
  "mol_weight_g_mol": 290.62,
  "total_charge": 1,
  "multiplicity": 1,
  "gap_ev": 5.43,
  "total_energy_ev": -69916.151,
  "elements": ["Li", "Zn", "F", "F", "C", "C", "C", "O", "H", "H", "H", "H", "H", "H", "H", "H", "C", "C", "C", "O", "H", "H", "H", "H", "H", "H", "H", "H", "C", "C", "C", "O", "H", "H", "H", "H", "H", "H", "H", "H"],
  "xyz": [[-14.36, -12.42, -13.90], [-11.58, -12.31, -12.94], [-13.41, -12.17, -12.10], [-12.37, -13.12, -14.54], [-11.80, -10.81, -18.88], [-12.44, -11.56, -17.74], [-13.37, -12.69, -18.01], [-11.38, -12.11, -16.94], [-12.62, -10.32, -19.39], [-11.36, -11.46, -19.64], [-11.01, -10.17, -18.49], [-12.99, -10.84, -17.14], [-13.03, -13.48, -18.69], [-14.25, -12.32, -18.52], [-13.73, -13.06, -17.05], [-11.79, -12.55, -16.18], [-11.98, -16.46, -14.55], [-12.18, -16.71, -16.03], [-13.15, -17.85, -16.29], [-12.58, -15.48, -16.54], [-12.84, -15.99, -14.06], [-11.06, -15.92, -14.33], [-11.81, -17.44, -14.11], [-11.23, -17.03, -16.46], [-12.69, -18.81, -16.06], [-13.45, -17.92, -17.34], [-14.09, -17.82, -15.74], [-12.58, -14.76, -15.91], [-6.93, -12.82, -15.30], [-8.37, -12.69, -15.79], [-9.10, -14.00, -15.59], [-9.06, -11.56, -15.43], [-6.44, -11.92, -14.92], [-6.22, -13.08, -16.09], [-6.75, -13.54, -14.49], [-8.36, -12.41, -16.84], [-10.14, -13.83, -15.87], [-8.97, -14.41, -14.59], [-8.81, -14.81, -16.25], [-9.90, -11.61, -15.88]],
  "nbo_charge": [0.988, 1.726, -0.885, -0.899, -0.625, 0.105, -0.621, -0.779, 0.221, 0.222, 0.227, 0.139, 0.246, 0.218, 0.175, 0.480, -0.635, 0.101, -0.631, -0.735, 0.190, 0.200, 0.224, 0.163, 0.218, 0.227, 0.205, 0.472, -0.650, 0.071, -0.652, -0.722, 0.233, 0.238, 0.207, 0.185, 0.213, 0.193, 0.247, 0.498]
}

---

{
  "formula": "C9H24FO3",
  "method": "ωB97M-V/def2-TZVPD",
  "largest_force_ev_per_a": 1.66,
  "mol_weight_g_mol": 199.29,
  "e_above_lowest_kcal_mol": 12.85,
  "total_charge": -1,
  "multiplicity": 1,
  "gap_ev": 9.58,
  "total_energy_ev": -18584.129,
  "elements": ["F", "C", "C", "C", "O", "H", "H", "H", "H", "H", "H", "H", "H", "C", "C", "C", "O", "H", "H", "H", "H", "H", "H", "H", "H", "C", "C", "C", "O", "H", "H", "H", "H", "H", "H", "H", "H"],
  "xyz": [[-0.31, 0.76, -0.11], [1.71, -2.56, -0.23], [0.63, -2.60, -1.32], [-0.65, -3.18, -0.72], [0.36, -1.31, -1.83], [1.38, -1.90, 0.57], [2.67, -2.21, -0.60], [1.94, -3.58, 0.09], [1.03, -3.22, -2.12], [-1.41, -3.39, -1.47], [-1.07, -2.53, 0.05], [-0.43, -4.11, -0.18], [0.15, -0.68, -1.12], [-1.59, -0.29, 4.52], [-1.49, -0.17, 3.00], [-2.83, 0.17, 2.37], [-0.49, 0.75, 2.60], [-0.59, -0.17, 4.96], [-2.09, -1.21, 4.80], [-2.01, 0.60, 5.01], [-1.21, -1.19, 2.69], [-3.07, 1.18, 2.70], [-3.57, -0.52, 2.78], [-2.89, 0.20, 1.29], [-0.46, 0.59, 1.63], [1.37, 3.64, -1.75], [0.99, 2.68, -2.87], [2.04, 1.59, -3.01], [-0.28, 2.05, -2.64], [0.97, 3.26, -0.81], [0.94, 4.64, -1.91], [2.43, 3.82, -1.62], [0.96, 3.16, -3.85], [1.94, 1.06, -3.96], [2.06, 0.93, -2.14], [3.03, 2.06, -3.06], [-0.15, 1.69, -1.74]],
  "nbo_charge": [-0.907, -0.631, 0.109, -0.628, -0.760, 0.221, 0.202, 0.184, 0.148, 0.204, 0.216, 0.182, 0.522, -0.631, 0.101, -0.631, -0.759, 0.218, 0.198, 0.194, 0.133, 0.198, 0.181, 0.236, 0.526, -0.645, 0.093, -0.618, -0.743, 0.240, 0.194, 0.193, 0.147, 0.201, 0.229, 0.172, 0.511]
}

---

{
  "formula": "C9H24KO11",
  "method": "ωB97M-V/def2-TZVPD",
  "largest_force_ev_per_a": 13.62,
  "mol_weight_g_mol": 347.38,
  "e_above_lowest_kcal_mol": 215.09,
  "total_charge": -1,
  "multiplicity": 1,
  "gap_ev": 2.14,
  "total_energy_ev": -48561.599,
  "elements": ["K", "C", "O", "O", "O", "C", "C", "O", "O", "H", "H", "H", "H", "H", "H", "C", "C", "O", "O", "H", "H", "H", "H", "H", "H", "C", "C", "O", "O", "H", "H", "H", "H", "H", "H", "C", "C", "O", "O", "H", "H", "H", "H", "H", "H"],
  "xyz": [[1.05, 0.21, -1.15], [1.26, -1.07, -4.62], [1.80, -1.97, -3.83], [0.52, -1.79, -5.40], [0.30, -0.55, -3.83], [2.36, 3.49, 0.19], [0.97, 3.61, 0.84], [1.13, 4.45, 2.00], [2.19, 2.79, -1.04], [3.01, 3.03, 0.94], [2.77, 4.46, -0.10], [0.51, 2.64, 1.05], [0.21, 4.08, 0.21], [1.41, 5.29, 1.61], [2.90, 2.83, -1.69], [2.60, -4.68, -0.20], [3.21, -3.29, -0.27], [2.12, -2.32, -0.29], [1.76, -5.00, -1.32], [1.95, -4.82, 0.66], [3.38, -5.44, -0.21], [3.83, -3.09, -1.15], [3.79, -3.10, 0.63], [1.35, -2.66, -0.75], [1.01, -4.40, -1.31], [-0.93, 0.66, 2.56], [-1.49, -0.47, 3.42], [-2.38, -1.27, 2.66], [-0.33, 0.10, 1.40], [-0.23, 1.22, 3.19], [-1.65, 1.43, 2.29], [-2.13, -0.03, 4.19], [-0.70, -1.11, 3.80], [-2.89, -1.68, 3.37], [-0.75, -0.75, 1.23], [-2.77, 1.46, -0.61], [-4.30, 1.13, -0.76], [-4.49, -0.25, -0.84], [-2.03, 1.13, -1.81], [-2.45, 0.67, 0.06], [-2.55, 2.46, -0.24], [-4.68, 1.60, -1.66], [-4.70, 1.48, 0.19], [-4.10, -0.68, -1.61], [-1.86, 0.18, -1.82]],
  "mulliken_charge": [0.670, 0.438, -0.710, -0.719, -0.706, -0.396, 0.199, -0.540, -0.492, 0.270, 0.402, -0.290, 0.250, 0.323, 0.262, -0.599, -0.181, -0.392, -0.471, 0.275, 0.331, 0.262, 0.261, 0.192, 0.278, -0.515, -0.734, -0.511, -0.214, 0.413, 0.324, 0.424, 0.291, 0.309, 0.271, -0.167, -0.464, -0.523, -0.499, 0.129, 0.359, 0.284, 0.322, 0.314, 0.268]
}

---

{
  "formula": "C9H24LuO3P2",
  "method": "ωB97M-V/def2-TZVPD",
  "largest_force_ev_per_a": 3.89,
  "mol_weight_g_mol": 417.20,
  "e_above_lowest_kcal_mol": 6.82,
  "total_charge": 1,
  "multiplicity": 1,
  "gap_ev": 7.07,
  "total_energy_ev": -68054.292,
  "elements": ["Lu", "H", "H", "P", "P", "C", "H", "H", "H", "C", "H", "H", "H", "C", "H", "H", "H", "C", "H", "H", "H", "C", "H", "H", "H", "C", "H", "H", "H", "C", "O", "H", "C", "O", "C", "O", "H", "H", "H"],
  "xyz": [[0.25, -0.01, -1.35], [-0.32, -0.69, 2.00], [-1.80, 1.19, 3.27], [-0.08, -2.56, -0.61], [-0.11, 2.57, -0.83], [1.44, 3.27, -0.14], [1.47, 4.35, -0.33], [1.48, 3.05, 0.94], [2.28, 2.77, -0.64], [-0.27, 3.40, -2.47], [-1.28, 3.22, -2.87], [-0.07, 4.48, -2.34], [0.46, 2.96, -3.18], [-1.41, 3.33, 0.21], [-1.26, 3.10, 1.27], [-1.41, 4.42, 0.06], [-2.36, 2.91, -0.12], [-0.14, -3.24, -2.30], [0.11, -4.31, -2.18], [-1.15, -3.11, -2.72], [0.59, -2.75, -2.96], [1.39, -3.38, 0.09], [1.35, -3.34, 1.19], [1.39, -4.42, -0.28], [2.31, -2.86, -0.25], [-1.44, -3.37, 0.26], [-2.39, -2.87, 0.02], [-1.48, -4.42, -0.08], [-1.27, -3.32, 1.34], [0.10, -0.40, 0.98], [1.30, 0.06, 0.77], [2.00, -0.03, -1.91], [1.08, 0.53, 4.69], [-0.29, 0.40, 4.25], [-0.73, 1.43, 3.54], [-0.05, 2.38, 3.21], [1.04, 1.20, 5.57], [1.76, 0.92, 3.93], [1.40, -0.47, 4.97]],
  "nbo_charge": [1.659, 0.151, 0.134, 0.802, 0.733, -0.920, 0.246, 0.276, 0.259, -0.935, 0.245, 0.255, 0.248, -0.921, 0.278, 0.247, 0.237, -0.956, 0.249, 0.246, 0.248, -0.925, 0.255, 0.244, 0.269, -0.934, 0.251, 0.251, 0.258, -0.110, -0.674, -0.544, -0.282, -0.497, 0.641, -0.605, 0.205, 0.213, 0.203]
}

---

{
  "formula": "C9H24N3O6Y2",
  "method": "ωB97M-V/def2-TZVPD",
  "largest_force_ev_per_a": 3.78,
  "mol_weight_g_mol": 448.12,
  "e_above_lowest_kcal_mol": 0.00,
  "total_charge": 3,
  "multiplicity": 1,
  "gap_ev": 4.03,
  "total_energy_ev": -28539.887,
  "elements": ["Y", "Y", "O", "H", "O", "H", "O", "H", "C", "O", "N", "C", "C", "H", "H", "H", "H", "H", "H", "H", "C", "O", "N", "C", "C", "H", "H", "H", "H", "H", "H", "H", "C", "O", "N", "C", "C", "H", "H", "H", "H", "H", "H", "H"],
  "xyz": [[-1.97, 2.20, -3.56], [1.42, 2.41, -3.61], [-0.18, 1.05, -2.64], [-0.25, 0.23, -2.14], [-0.27, 2.26, -5.20], [-0.14, 2.40, -6.14], [-0.26, 3.69, -2.91], [-0.43, 4.58, -2.57], [-2.83, 2.86, -0.03], [-2.48, 2.53, -1.20], [-2.07, 2.77, 1.03], [-2.53, 3.17, 2.34], [-0.63, 2.46, 0.94], [-3.82, 3.28, 0.18], [-3.62, 3.10, 2.49], [-2.31, 4.21, 2.56], [-2.18, 2.54, 3.15], [-0.07, 3.40, 1.03], [-0.39, 1.89, 1.83], [-0.38, 1.96, 0.02], [2.44, -0.41, 0.44], [2.61, 0.61, 1.09], [2.94, -1.62, 0.75], [2.65, -2.79, -0.01], [3.94, -1.75, 1.80], [1.82, -0.40, -0.49], [2.33, -3.65, 0.59], [3.49, -3.22, -0.57], [1.84, -2.64, -0.72], [3.70, -2.54, 2.50], [4.90, -2.07, 1.39], [4.05, -0.80, 2.32], [-0.61, -3.29, -0.87], [0.00, -4.32, -1.00], [-0.83, -2.69, 0.32], [-0.50, -3.28, 1.60], [-1.65, -1.49, 0.32], [-0.99, -2.75, -1.75], [-0.11, -4.28, 1.42], [-1.38, -3.34, 2.23], [0.30, -2.75, 2.13], [-1.42, -0.89, -0.57], [-2.71, -1.74, 0.31], [-1.44, -0.87, 1.19]],
  "mulliken_charge": [1.890, 1.823, -0.300, 0.046, -0.635, 0.243, -0.591, 0.215, 0.015, -0.482, 0.166, -0.938, -0.741, 0.411, 0.362, 0.400, 0.327, 0.446, 0.366, -0.051, 0.595, -0.662, 0.139, -0.811, -0.972, -0.057, 0.294, 0.396, 0.115, 0.337, 0.337, 0.310, -0.028, -0.506, 0.311, -1.086, -0.748, 0.310, 0.390, 0.400, 0.322, -0.169, 0.429, 0.384]
}

---

{
  "formula": "C9H24N3Si",
  "method": "ωB97M-V/def2-TZVPD",
  "largest_force_ev_per_a": 5.71,
  "mol_weight_g_mol": 202.40,
  "e_above_lowest_kcal_mol": 0.00,
  "total_charge": 1,
  "multiplicity": 1,
  "gap_ev": 10.83,
  "total_energy_ev": -22063.477,
  "smiles": "CC[SiH](CC)[NH+]=C(N(C)C)N(C)C",
  "elements": ["C", "C", "Si", "C", "C", "N", "C", "N", "C", "C", "N", "C", "C", "H", "H", "H", "H", "H", "H", "H", "H", "H", "H", "H", "H", "H", "H", "H", "H", "H", "H", "H", "H", "H", "H", "H", "H"],
  "xyz": [[1.15, -0.25, 2.33], [-0.07, 0.69, 2.38], [-1.47, 0.13, 1.18], [-2.02, -1.69, 1.72], [-3.38, -2.22, 1.13], [-0.82, -0.11, -0.46], [0.22, 0.41, -1.09], [1.01, -0.39, -1.87], [1.00, -1.89, -1.74], [1.81, 0.11, -2.94], [0.58, 1.68, -1.02], [1.98, 1.86, -0.56], [-0.35, 2.77, -0.75], [0.70, -1.31, 2.42], [1.79, -0.18, 1.42], [1.86, 0.09, 3.19], [0.21, 1.67, 2.19], [-0.49, 0.56, 3.38], [-2.66, 1.14, 1.14], [-1.26, -2.51, 1.73], [-2.17, -1.53, 2.74], [-4.28, -1.46, 1.19], [-3.17, -2.28, 0.01], [-3.57, -3.17, 1.45], [-1.18, -1.03, -0.88], [1.38, -2.29, -2.60], [1.58, -2.14, -0.88], [-0.04, -2.23, -1.56], [2.91, 0.11, -2.85], [1.69, -0.45, -3.96], [1.47, 1.13, -3.17], [1.91, 2.05, 0.54], [2.64, 0.97, -0.88], [2.38, 2.78, -0.96], [0.07, 3.23, 0.20], [-0.14, 3.46, -1.48], [-1.29, 2.29, -0.68]],
  "nbo_charge": [-0.621, -0.847, 1.466, -0.843, -0.584, -0.973, 0.711, -0.399, -0.381, -0.442, -0.411, -0.419, -0.395, 0.216, 0.197, 0.238, 0.221, 0.254, -0.148, 0.243, 0.229, 0.224, 0.177, 0.219, 0.433, 0.226, 0.218, 0.192, 0.217, 0.229, 0.233, 0.208, 0.238, 0.223, 0.204, 0.223, 0.226]
}

---

{
  "formula": "C9H24N4S3Ti",
  "method": "ωB97M-V/def2-TZVPD",
  "largest_force_ev_per_a": 3.78,
  "mol_weight_g_mol": 332.39,
  "e_above_lowest_kcal_mol": 58.47,
  "s2": 2.01,
  "total_charge": 2,
  "multiplicity": 3,
  "gap_ev": [6.57, 8.59],
  "total_energy_ev": -71286.913,
  "elements": ["Ti", "S", "S", "C", "C", "C", "N", "C", "C", "H", "H", "H", "H", "H", "H", "H", "H", "C", "H", "H", "H", "H", "H", "H", "H", "C", "C", "H", "H", "H", "H", "N", "N", "C", "N", "S", "H", "H", "H", "H", "H"],
  "xyz": [[-0.27, -0.02, -1.07], [-1.24, 0.72, 1.28], [2.08, -1.12, -1.14], [-2.97, 1.36, 1.12], [-0.37, 2.28, 1.53], [0.33, 2.64, 0.22], [1.10, 1.44, -0.21], [2.11, 1.66, -1.28], [3.01, 0.44, -1.32], [0.33, 2.09, 2.35], [-1.11, 3.02, 1.84], [1.04, 3.46, 0.41], [-0.40, 2.90, -0.57], [2.68, 2.55, -1.00], [1.59, 1.83, -2.23], [3.70, 0.43, -0.47], [3.58, 0.34, -2.24], [1.81, -1.64, -2.88], [1.62, 1.11, 0.62], [1.00, -1.09, -3.39], [1.59, -2.71, -2.87], [2.77, -1.46, -3.38], [-3.67, 0.55, 0.88], [-3.03, 2.14, 0.35], [-3.22, 1.78, 2.10], [1.76, -1.19, 3.35], [0.86, -2.12, 3.00], [1.50, -0.39, 4.05], [2.79, -1.24, 2.96], [-0.19, -2.09, 3.34], [1.12, -3.01, 2.41], [-0.53, -2.17, -0.68], [-1.68, -1.44, -0.21], [-2.48, -0.94, -1.19], [-3.79, -0.79, -0.80], [-1.88, -0.17, -2.60], [-0.87, -2.96, -1.26], [0.03, -2.55, 0.10], [-2.00, -1.68, 0.75], [-4.41, -0.37, -1.48], [-4.29, -1.60, -0.39]],
  "nbo_charge": [0.893, 0.212, 0.265, -0.724, -0.534, -0.229, -0.687, -0.242, -0.533, 0.249, 0.270, 0.231, 0.219, 0.239, 0.219, 0.255, 0.268, -0.715, 0.399, 0.223, 0.255, 0.259, 0.252, 0.231, 0.254, -0.376, -0.426, 0.214, 0.209, 0.200, 0.194, -0.652, -0.481, 0.220, -0.784, 0.008, 0.406, 0.429, 0.453, 0.434, 0.425]
}